C7H6NOP | ωB97M-V/def2-TZVPD

Summary:
ΔE to the lowest compared entry with this formula, charge and spin ... 0.00 kcal/mol
LUMO ... 0.006 Ha
Frontier orbital gap ... 8.69 eV
Structure (SMILES) ... C1=NPOc2ccccc21

Last column: natural (NBO) charge in e.
Positions of all 16 atoms, in Å:
1 C -0.680 -1.961 0.759  -0.252
2 C -1.750 -1.345 0.252  -0.178
3 C 0.627 -1.312 0.645  -0.125
4 C -1.739 -0.122 -0.342  -0.271
5 C 0.667 -0.063 0.004  -0.254
6 C -0.476 0.525 -0.473  0.384
7 C 1.880 0.649 -0.145  0.145
8 N 2.106 1.804 -0.615  -0.736
9 O -0.491 1.777 -0.955  -0.758
10 P 0.853 2.818 -1.090  1.071
11 H -0.917 -2.820 1.366  0.221
12 H -2.716 -1.986 0.364  0.216
13 H 1.469 -1.927 0.904  0.223
14 H -2.450 0.438 -0.925  0.237
15 H 2.849 0.225 0.058  0.186
16 H 0.770 3.300 0.192  -0.109

---

C21H22N3O3PS3Ti | ωB97M-V/def2-TZVPD

Summary:
ΔE to the lowest compared entry with this formula, charge and spin ... 19.14 kcal/mol
LUMO (spin up / spin down) ... -0.143 / -0.136 Ha
2S+1 ... 2
Frontier orbital gap (spin up / spin down) ... 7.08 / 7.33 eV
Charge ... +1

Last column: natural (NBO) charge in e.
Positions of all 54 atoms, in Å:
1 Ti 0.400 0.044 0.573  1.115
2 C -4.577 0.803 0.359  -0.645
3 C -3.296 0.627 1.107  0.032
4 C -2.753 -0.638 1.307  -0.131
5 C -1.579 -0.816 2.040  -0.291
6 C -0.948 0.297 2.617  -0.324
7 C -1.477 1.574 2.391  -0.176
8 C -2.627 1.735 1.638  -0.169
9 H -4.383 1.306 -0.588  0.239
10 H -5.269 1.421 0.928  0.241
11 H -5.055 -0.152 0.157  0.225
12 H -3.294 -1.505 0.950  0.223
13 H -1.257 -1.826 2.298  0.245
14 H -0.185 0.159 3.382  0.240
15 H -1.027 2.433 2.877  0.237
16 H -3.040 2.724 1.493  0.239
17 S 2.186 0.295 -0.997  -0.215
18 C 1.164 0.406 -2.421  -0.075
19 C 1.631 -0.025 -3.656  -0.205
20 C 0.826 0.059 -4.787  -0.127
21 C 1.326 -0.406 -6.027  0.257
22 N 1.748 -0.808 -7.012  -0.245
23 C -0.476 0.584 -4.681  -0.123
24 C -0.935 1.034 -3.448  -0.168
25 C -0.131 0.951 -2.318  -0.208
26 S -0.734 1.548 -0.777  -0.166
27 C -1.320 0.643 -5.816  0.245
28 N -2.023 0.676 -6.719  -0.241
29 H 2.630 -0.424 -3.741  0.245
30 H -1.925 1.457 -3.364  0.241
31 S 0.580 -3.351 -2.228  0.574
32 C -0.947 -2.572 -2.334  -0.419
33 C -1.106 -1.681 -1.324  -0.020
34 N -0.041 -1.587 -0.465  -0.633
35 C 0.916 -2.429 -0.828  -0.088
36 H -1.632 -2.806 -3.125  0.273
37 H -1.983 -1.069 -1.162  0.254
38 H 1.862 -2.517 -0.321  0.250
39 C 3.005 0.616 4.569  -0.255
40 O 3.549 0.286 3.288  -0.822
41 P 2.896 0.078 1.857  1.731
42 O 1.696 -1.086 2.106  -0.864
43 C 2.125 -2.391 2.508  -0.260
44 O 1.658 1.215 1.803  -0.861
45 C 2.048 2.543 1.412  -0.265
46 H 3.840 0.576 5.269  0.222
47 H 2.236 -0.095 4.874  0.184
48 H 2.596 1.628 4.559  0.193
49 H 2.399 -2.388 3.565  0.212
50 H 2.986 -2.727 1.924  0.203
51 H 1.287 -3.073 2.351  0.211
52 H 2.052 3.192 2.291  0.207
53 H 1.330 2.919 0.674  0.239
54 H 3.050 2.544 0.969  0.219

---

C4H9FN3 | ωB97M-V/def2-TZVPD

Summary:
ΔE to the lowest compared entry with this formula, charge and spin ... 50.24 kcal/mol
LUMO ... -0.170 Ha
Frontier orbital gap ... 10.00 eV
Charge ... +1

Last column: natural (NBO) charge in e.
Positions of all 17 atoms, in Å:
1 C 0.558 0.886 0.280  0.542
2 C -1.548 -0.023 0.287  0.433
3 C 1.713 1.701 0.727  -0.683
4 C -1.316 -2.099 -0.875  -0.465
5 N -0.693 1.063 0.664  -0.552
6 N -0.897 -0.748 -0.811  -0.178
7 N 0.807 -0.215 -0.390  -0.435
8 F -1.742 -0.854 1.374  -0.342
9 H -2.492 0.387 0.082  0.208
10 H 1.429 2.565 1.268  0.255
11 H 2.287 2.021 -0.150  0.270
12 H 2.183 1.008 1.550  0.288
13 H -0.874 -2.670 -1.768  0.251
14 H -1.158 -2.636 0.036  0.231
15 H -2.292 -1.953 -1.307  0.276
16 H -1.025 1.849 1.255  0.460
17 H 1.638 -0.220 -0.994  0.441

---

C36H23N5O2S2Sc | ωB97M-V/def2-TZVPD

Summary:
ΔE to the lowest compared entry with this formula, charge and spin ... 49.84 kcal/mol
LUMO ... 0.025 Ha
Frontier orbital gap ... 4.65 eV
Charge ... -1

Last column: natural (NBO) charge in e.
Positions of all 69 atoms, in Å:
1 Sc 10.057 9.941 11.960  1.520
2 C 14.603 10.078 12.491  -0.261
3 O 13.298 9.886 12.973  -0.481
4 C 13.080 8.923 13.895  0.313
5 C 14.000 7.999 14.344  -0.302
6 C 13.621 7.074 15.311  -0.198
7 C 12.386 7.193 15.953  -0.244
8 C 11.497 8.171 15.506  -0.205
9 C 11.804 8.997 14.470  0.082
10 N 10.808 9.907 13.958  -0.433
11 N 9.845 10.171 14.883  -0.143
12 C 9.243 11.335 14.845  0.091
13 C 9.297 12.334 13.733  0.432
14 O 9.724 11.938 12.546  -0.727
15 C 8.816 13.633 13.905  -0.297
16 C 8.345 14.047 15.187  -0.078
17 C 8.207 13.117 16.305  -0.108
18 C 7.776 13.567 17.571  -0.189
19 C 7.508 12.598 18.507  -0.227
20 C 7.616 11.215 18.192  -0.214
21 C 8.157 10.804 17.001  -0.129
22 C 8.488 11.761 16.043  -0.032
23 H 15.361 10.270 13.305  0.176
24 H 14.892 9.260 11.800  0.186
25 H 14.491 11.013 11.881  0.203
26 H 15.013 8.133 13.981  0.216
27 H 14.356 6.330 15.689  0.206
28 H 12.281 6.737 16.936  0.211
29 H 10.473 8.235 15.830  0.237
30 H 8.779 14.339 13.063  0.236
31 H 8.112 15.067 15.451  0.204
32 H 7.556 14.603 17.679  0.210
33 H 7.159 12.967 19.493  0.208
34 H 7.226 10.472 18.899  0.213
35 H 8.265 9.723 16.846  0.230
36 S 7.913 8.671 12.911  -0.166
37 C 7.360 9.028 11.363  -0.219
38 S 8.096 9.920 10.116  -0.194
39 C 6.055 8.454 11.087  -0.528
40 C 5.811 7.095 11.457  0.327
41 N 5.619 5.975 11.785  -0.436
42 C 5.083 9.011 10.274  0.317
43 N 4.180 9.376 9.608  -0.432
44 C 10.852 5.742 10.881  -0.167
45 C 11.255 5.894 9.556  -0.251
46 C 11.662 7.158 9.127  -0.193
47 C 11.634 8.253 9.989  -0.062
48 C 11.090 8.098 11.314  -0.464
49 C 10.775 6.880 11.729  -0.223
50 C 11.912 9.631 9.571  0.258
51 C 12.208 9.897 8.212  -0.240
52 C 12.409 11.222 7.739  -0.112
53 C 12.543 12.215 8.762  -0.103
54 C 12.960 13.561 8.464  -0.180
55 C 13.121 14.517 9.466  -0.230
56 C 12.698 14.177 10.801  -0.198
57 C 12.197 12.908 11.079  -0.202
58 C 12.152 11.908 10.128  0.180
59 N 11.720 10.631 10.471  -0.522
60 H 10.661 4.712 11.265  0.207
61 H 11.205 5.072 8.868  0.207
62 H 12.005 7.295 8.066  0.185
63 H 10.477 6.709 12.759  0.212
64 H 12.122 9.067 7.551  0.218
65 H 12.489 11.465 6.674  0.221
66 H 13.110 13.940 7.486  0.207
67 H 13.407 15.549 9.208  0.213
68 H 12.783 14.787 11.675  0.214
69 H 11.864 12.642 12.071  0.247

---

C35H47GaO6 | ωB97M-V/def2-TZVPD

Summary:
ΔE to the lowest compared entry with this formula, charge and spin ... 0.00 kcal/mol
LUMO ... 0.121 Ha
Frontier orbital gap ... 2.11 eV
Charge ... -2

Last column: Mulliken charge in e.
Positions of all 89 atoms, in Å:
1 C 0.320 -0.286 -7.215  3.270
2 C 0.133 -0.953 -5.842  -1.579
3 C -0.138 1.192 -7.092  -1.560
4 C -0.938 1.256 -5.771  -0.084
5 H -0.804 1.366 -7.944  0.319
6 H 0.709 1.887 -7.173  0.330
7 C -1.040 -0.170 -5.214  0.236
8 H 1.054 -0.797 -5.252  0.336
9 H -0.042 -2.038 -5.969  0.577
10 C -1.011 -0.015 -3.711  -0.525
11 H -1.969 -0.668 -5.521  0.562
12 H -1.947 1.629 -6.004  0.536
13 C -0.346 2.092 -4.586  1.682
14 C 1.746 -0.476 -7.711  -0.305
15 C -0.496 -0.925 -8.352  -0.307
16 O -1.136 -0.292 -9.177  -0.670
17 O 2.733 -0.573 -6.997  -0.626
18 O 1.830 -0.497 -9.054  -0.287
19 O -0.468 -2.261 -8.398  -0.283
20 C -1.127 -2.806 -9.560  -0.779
21 H -1.012 -3.887 -9.466  0.260
22 H -0.644 -2.435 -10.473  0.307
23 H -2.191 -2.527 -9.581  0.300
24 C 3.153 -0.778 -9.528  -0.786
25 H 3.896 -0.129 -9.050  0.304
26 H 3.122 -0.603 -10.603  0.248
27 H 3.419 -1.825 -9.324  0.321
28 O -0.310 1.193 -3.379  -0.513
29 H -0.521 -0.836 -3.180  0.178
30 H -2.043 0.097 -3.347  0.272
31 C -1.292 3.224 -4.224  -1.654
32 C 1.073 2.591 -4.812  -2.369
33 H 1.101 3.284 -5.661  0.524
34 H 1.768 1.763 -5.004  0.291
35 H 1.402 3.145 -3.925  0.397
36 H -0.916 3.749 -3.340  0.227
37 H -2.300 2.841 -4.015  0.420
38 H -1.381 3.944 -5.048  0.403
39 Ga -0.500 1.109 -0.700  -1.483
40 C -2.215 0.090 0.723  -0.970
41 C -2.306 -0.006 -0.748  -0.044
42 C -1.882 -1.372 -1.082  -0.707
43 H -2.972 0.618 -1.352  0.736
44 C -1.465 -1.998 0.092  -1.106
45 C -1.671 -1.121 1.196  0.042
46 H -1.458 -1.379 2.232  0.163
47 H -2.681 0.892 1.300  0.663
48 H -1.950 -1.812 -2.078  0.593
49 H -1.088 -3.018 0.181  0.339
50 C 1.620 0.830 -0.211  0.149
51 C 1.788 -0.120 0.878  -0.350
52 C 1.856 -1.409 0.337  -0.908
53 H 1.909 0.166 1.919  0.237
54 C 1.738 -1.328 -1.080  -0.489
55 C 1.594 0.025 -1.439  -1.258
56 H 1.568 0.442 -2.444  0.818
57 H 1.923 1.882 -0.150  0.641
58 H 1.979 -2.321 0.918  0.362
59 H 1.800 -2.167 -1.777  0.342
60 C 1.614 4.143 2.067  -1.778
61 C 2.217 2.924 2.743  2.284
62 C 3.549 3.333 3.387  -2.066
63 C 1.284 2.263 3.742  0.049
64 C 1.720 1.964 5.024  -0.237
65 C 0.835 1.529 6.009  -1.425
66 C -0.491 1.272 5.675  0.054
67 C -0.965 1.429 4.387  -0.078
68 C -2.440 1.116 4.149  1.074
69 C -2.770 -0.347 4.452  -1.522
70 C -3.336 1.996 5.031  -1.644
71 C -0.068 1.879 3.337  0.627
72 O -0.425 1.921 2.118  0.218
73 H 1.378 4.904 2.817  0.463
74 H 0.708 3.878 1.524  0.298
75 H 2.344 4.567 1.375  0.446
76 H 2.414 2.163 1.973  -0.434
77 H 3.375 4.029 4.222  0.379
78 H 4.102 2.461 3.759  0.359
79 H 4.173 3.841 2.644  0.474
80 H 2.770 2.108 5.296  0.250
81 H 1.176 1.422 7.041  0.269
82 H -1.188 0.935 6.445  0.139
83 H -2.635 1.316 3.092  -0.254
84 H -2.782 -0.526 5.536  0.455
85 H -3.758 -0.597 4.048  0.377
86 H -2.040 -1.024 4.000  0.336
87 H -3.008 3.039 5.005  0.362
88 H -4.368 1.954 4.673  0.473
89 H -3.315 1.654 6.073  0.309

---

C8H12N2 | ωB97M-V/def2-TZVPD

Summary:
ΔE to the lowest compared entry with this formula, charge and spin ... 201.72 kcal/mol
LUMO ... 0.031 Ha
Frontier orbital gap ... 7.78 eV
Structure (SMILES) ... CC1=C(C)N1N1C(C)=C1C

Last column: natural (NBO) charge in e.
Positions of all 22 atoms, in Å:
1 C 0.135 0.277 1.735  0.131
2 C 0.432 0.248 -1.637  0.125
3 C 0.809 -0.734 1.226  0.129
4 C -0.460 0.998 -1.203  0.115
5 C -0.789 0.955 2.646  -0.674
6 C 1.144 -0.789 -2.486  -0.659
7 C 0.906 -2.136 0.893  -0.678
8 C -1.797 1.613 -1.175  -0.648
9 N 1.193 0.630 0.652  -0.314
10 N 0.892 1.177 -0.538  -0.303
11 H -0.884 0.446 3.562  0.235
12 H -1.786 0.849 2.247  0.232
13 H -0.412 1.881 2.935  0.237
14 H 0.433 -1.467 -3.016  0.231
15 H 1.733 -1.448 -1.787  0.226
16 H 1.843 -0.261 -3.178  0.240
17 H 1.197 -2.439 -0.122  0.229
18 H 0.020 -2.645 1.128  0.230
19 H 1.689 -2.636 1.337  0.233
20 H -1.589 2.666 -1.208  0.233
21 H -2.302 1.520 -0.030  0.217
22 H -2.407 1.296 -1.978  0.232

---

The highest ΔE to the lowest compared entry with this formula, charge and spin belongs to which entry? C8H12N2